(1)
Computed, not measured: C25H41Cl3O2P2W as an isolated structure at a distorted geometry, with the ωB97M-V functional and the def2-TZVPD basis.

Geometry (Å):
W 0.03 -0.01 -0.27
C 1.77 0.48 -1.45
C 0.58 0.88 -2.16
C 0.66 2.07 -0.14
C 1.82 1.21 -0.20
C -0.11 1.87 -1.35
C 2.79 -0.51 -1.91
H 2.37 -1.23 -2.62
H 3.23 -1.06 -1.07
H 3.60 0.03 -2.41
C 2.77 1.01 0.92
H 3.38 0.12 0.76
H 2.24 0.88 1.87
H 3.43 1.89 1.02
C 0.30 2.95 1.00
H 0.90 3.87 0.98
H 0.45 2.44 1.95
H -0.75 3.23 0.95
C -1.36 2.59 -1.69
H -1.11 3.56 -2.14
H -1.97 2.79 -0.80
H -1.97 2.03 -2.41
C 0.17 0.44 -3.51
H 0.55 1.15 -4.26
H -0.92 0.42 -3.63
H 0.59 -0.54 -3.77
C -2.28 -6.57 -0.19
C -1.83 -6.44 -1.45
C -2.63 -6.61 -2.70
C -4.15 -6.26 -2.61
C -4.46 -4.92 -2.03
C -4.62 -4.62 -0.73
C -4.59 -5.60 0.41
C -3.69 -6.86 0.22
H -2.55 -7.65 -3.07
H -4.68 -7.09 -2.13
H -2.19 -5.97 -3.49
H -4.20 -7.58 -0.43
H -1.57 -6.55 0.64
H -0.75 -6.33 -1.62
H -3.63 -7.33 1.22
H -4.23 -5.07 1.31
H -4.94 -3.61 -0.44
H -5.61 -5.95 0.65
H -4.51 -6.24 -3.66
H -4.62 -4.14 -2.78
P 0.09 -2.40 -0.21
C 0.93 -3.34 1.06
C 0.01 -3.41 -1.70
P -2.28 -0.57 -0.07
C -1.66 -2.25 0.41
C -3.35 -0.82 -1.50
C -3.28 -0.03 1.31
H 0.80 -2.83 2.03
H 1.99 -3.42 0.79
H 0.46 -4.34 1.09
H -0.54 -4.33 -1.49
H 1.04 -3.65 -2.01
H -0.48 -2.87 -2.52
H -4.08 -0.77 1.46
H -3.69 0.96 1.07
H -2.63 0.05 2.20
H -1.65 -2.35 1.51
H -2.27 -3.02 -0.08
H -3.87 0.12 -1.71
H -4.07 -1.62 -1.28
H -2.76 -1.09 -2.39
Cl -1.13 0.25 6.31
C 0.32 -0.01 5.30
Cl 1.27 1.51 5.20
Cl 1.32 -1.30 5.97
C -0.25 -0.47 3.83
O -0.44 -1.68 3.64
O -0.48 0.51 3.04

Summary:
Calculated total energy = -88636.8923 eV
Orbital gap (alpha / beta) = 4.41 / 4.91 eV
2S+1 = 3
LUMO level (alpha / beta) = -9.458 / -8.965 eV
Max |F| = 6.194 eV/Å
Charge = +2
Highest occupied orbital energy (alpha / beta) = -13.9 / -13.9 eV



(2)
Computed, not measured: C24H14Co2NaO6 as an isolated structure at a distorted geometry, with the ωB97M-V functional and the def2-TZVPD basis.

Geometry (Å):
O 4.47 2.33 0.60
C 3.41 1.93 0.84
Co 1.88 1.20 1.35
C 1.02 2.52 2.13
O 0.35 3.24 2.75
C 0.92 1.03 -0.13
O 0.20 0.80 -1.00
C 2.39 -0.19 2.76
C 1.09 -0.47 2.31
C -0.19 -0.14 2.67
C -1.39 -0.60 2.03
C -2.59 0.12 2.19
C -3.77 -0.29 1.58
C -3.76 -1.44 0.78
C -2.59 -2.18 0.61
C -1.42 -1.76 1.24
Co 2.64 -1.57 1.64
C 4.31 -1.24 1.16
O 5.39 -0.98 0.85
C 1.95 -2.21 0.15
O 1.41 -2.58 -0.80
C 2.73 -2.97 2.68
O 2.67 -3.87 3.43
H 2.75 -0.01 3.76
H -0.31 0.56 3.49
H -2.55 1.03 2.78
H -4.69 0.31 1.69
H -4.68 -1.76 0.28
H -2.58 -3.07 -0.01
H -0.50 -2.33 1.14
C -4.68 2.13 6.74
Na -5.27 0.06 4.68
C -3.86 2.53 5.66
C -2.90 1.54 5.40
C -3.11 0.47 6.30
C -4.25 0.83 7.13
C -4.91 -0.19 7.83
C -4.29 -1.43 7.95
C -3.06 -1.71 7.31
C -2.48 -0.78 6.45
H -5.44 2.70 7.28
H -4.04 3.40 5.05
H -2.02 1.56 4.76
H -5.89 0.02 8.27
H -4.75 -2.21 8.58
H -2.55 -2.67 7.53
H -1.52 -0.96 5.94

Summary:
Calculated total energy = -117068.2435 eV
Orbital gap = 3.97 eV
LUMO level = 0.762 eV
Max |F| = 3.484 eV/Å
Charge = -1
Highest occupied orbital energy = -3.2 eV



(3)
Computed, not measured: C17H27AlBeBr2Cl10N2O6S2 as an isolated structure at a distorted geometry, with the ωB97M-V functional and the def2-TZVPD basis.

Geometry (Å):
C 1.58 -4.66 1.07
C 2.14 -3.66 0.08
Cl 3.44 -4.54 -0.83
C 1.17 -3.19 -1.01
S -0.11 -2.06 -0.48
O -1.42 -2.77 -0.82
O 0.00 -1.86 0.93
N -0.14 -0.82 -1.39
S 1.20 0.11 -1.43
C 1.74 -0.02 -3.10
O 0.82 1.49 -1.26
O 2.23 -0.39 -0.56
H 1.48 -5.63 0.56
H 2.28 -4.78 1.95
H 0.57 -4.39 1.40
H 2.57 -2.79 0.56
H 1.77 -2.66 -1.74
H 0.69 -4.04 -1.49
H 2.41 0.81 -3.30
H 0.85 0.11 -3.72
H 2.19 -0.99 -3.32
Be -2.69 -2.80 -1.85
C -2.03 -7.59 -0.26
Cl -1.36 -5.91 -0.29
Cl -3.15 -7.74 -1.61
Cl -0.70 -8.71 -0.41
Cl -2.87 -7.83 1.26
Br 4.93 -4.97 -3.15
Al -3.43 -4.31 0.09
C -4.84 -7.55 -5.55
Cl -5.54 -7.75 -3.94
Cl -4.16 -9.09 -6.08
Cl -6.10 -7.04 -6.68
Cl -3.57 -6.33 -5.49
Br 1.78 -3.26 3.19
C -3.41 -3.26 4.43
C -4.82 -3.81 4.38
O -5.25 -4.38 3.40
C -5.67 -3.61 5.61
H -2.91 -3.47 3.49
H -3.43 -2.18 4.60
H -2.86 -3.73 5.25
H -5.78 -2.54 5.82
H -5.20 -4.09 6.47
H -6.65 -4.04 5.45
C 1.74 6.20 -0.88
C 1.55 5.89 -2.38
C 2.00 4.42 -2.67
O 2.13 6.68 -3.12
H 2.80 6.18 -0.65
H 1.34 7.18 -0.62
H 1.24 5.46 -0.25
H 0.06 5.86 -2.57
H 3.06 4.36 -2.44
H 1.84 4.15 -3.72
H 1.46 3.70 -2.06
N 2.68 8.10 1.74
C 2.00 8.77 2.66
C 2.29 10.07 3.04
C 3.36 10.71 2.43
C 4.09 10.02 1.47
C 3.71 8.73 1.16
H 1.17 8.23 3.11
H 1.69 10.56 3.79
H 3.62 11.72 2.71
H 4.93 10.48 0.97
H 4.25 8.16 0.41
Cl -0.71 7.08 -2.35

Summary:
Calculated total energy = -327298.4074 eV
Orbital gap = 1.98 eV
LUMO level = -5.417 eV
Max |F| = 7.508 eV/Å
Charge = 0
Highest occupied orbital energy = -7.4 eV



(4)
Computed, not measured: a 9-piece molecular cluster, C53H119N4O12P2 overall at a distorted geometry, with the ωB97M-V functional and the def2-TZVPD basis.

Geometry (Å):
C 7.21 -0.40 -3.68
C 5.93 0.32 -3.78
O 5.03 0.03 -3.00
N 5.67 1.11 -5.03
H 6.53 1.36 -5.50
H 5.24 0.43 -5.64
C 4.79 2.39 -4.63
H 7.82 -0.33 -4.58
H 7.05 -1.48 -3.68
H 7.79 -0.21 -2.78
H 4.72 3.04 -5.51
H 5.32 2.96 -3.87
H 3.78 2.10 -4.34
C -1.31 1.15 -1.03
C 0.09 0.52 -0.90
O 0.71 0.61 0.13
N 0.71 -0.08 -2.12
H 0.43 -1.04 -1.95
H 0.21 0.31 -2.90
C 2.21 0.17 -2.20
H -2.01 0.56 -1.62
H -1.07 2.03 -1.63
H -1.77 1.41 -0.08
H 2.70 0.06 -1.23
H 2.41 1.09 -2.74
H 2.61 -0.51 -2.95
C -1.94 1.45 4.99
C -1.59 1.53 3.56
O -1.95 0.70 2.73
N -0.83 2.81 3.16
H -1.12 3.25 2.30
H -0.85 3.47 3.93
C 0.69 2.57 3.28
H -2.97 1.78 5.10
H -1.30 2.15 5.53
H -1.87 0.52 5.55
H 0.90 2.62 4.35
H 1.15 3.32 2.64
H 0.88 1.55 2.94
C 3.38 -0.62 1.77
C 4.52 -0.94 0.72
C 4.37 -2.16 -0.16
C 5.66 -2.63 -0.94
N 5.28 -3.80 -1.80
C 6.48 -4.59 -2.33
C 6.06 -5.94 -2.81
C 4.80 -6.19 -2.08
C 4.49 -4.97 -1.09
C 4.50 -3.29 -2.96
H 2.37 -0.68 1.37
H 3.44 0.44 2.02
H 3.47 -1.29 2.62
H 5.31 -1.19 1.43
H 4.91 -0.16 0.06
H 3.41 -2.11 -0.68
H 4.15 -2.96 0.55
H 6.35 -2.96 -0.17
H 6.22 -1.91 -1.52
H 6.83 -3.98 -3.16
H 7.27 -4.54 -1.58
H 5.95 -5.90 -3.90
H 6.71 -6.74 -2.45
H 3.93 -6.48 -2.68
H 4.98 -7.04 -1.42
H 3.50 -4.55 -0.90
H 5.03 -4.96 -0.15
H 3.45 -3.19 -2.66
H 4.63 -3.94 -3.83
H 4.83 -2.34 -3.37
C -1.24 9.44 -5.46
C -1.09 7.89 -5.05
C -2.40 7.14 -4.93
C -2.28 5.77 -4.10
P -3.60 4.60 -4.28
C -3.64 4.23 -6.09
C -5.03 4.22 -6.80
C -4.87 4.03 -8.37
C -6.15 4.25 -9.16
C -3.41 3.03 -3.29
C -4.49 2.04 -3.43
C -5.31 1.79 -2.23
C -6.00 0.39 -2.36
C -5.23 5.37 -3.86
C -5.47 5.63 -2.38
C -5.26 7.12 -1.95
C -5.88 8.26 -2.89
H -2.05 9.69 -6.15
H -0.46 9.85 -6.10
H -1.34 10.01 -4.53
H -0.64 7.88 -4.06
H -0.47 7.28 -5.72
H -2.98 7.11 -5.84
H -3.14 7.76 -4.42
H -2.23 6.08 -3.05
H -1.39 5.20 -4.35
H -3.00 3.38 -6.33
H -3.15 5.09 -6.53
H -5.49 5.20 -6.69
H -5.74 3.48 -6.42
H -4.45 3.04 -8.53
H -4.15 4.83 -8.58
H -6.45 5.27 -9.41
H -6.89 3.65 -8.63
H -6.09 3.70 -10.10
H -3.16 3.26 -2.25
H -2.41 2.72 -3.59
H -3.94 1.10 -3.51
H -5.16 2.15 -4.28
H -6.12 2.52 -2.20
H -4.76 1.90 -1.29
H -6.20 -0.11 -1.41
H -5.60 -0.21 -3.18
H -7.07 0.50 -2.52
H -6.14 4.86 -4.18
H -5.18 6.38 -4.27
H -4.85 4.94 -1.81
H -6.45 5.24 -2.11
H -4.22 7.43 -1.93
H -5.77 7.19 -0.99
H -6.10 9.22 -2.42
H -6.82 8.02 -3.37
H -5.17 8.56 -3.65
C -1.22 -8.22 8.42
C -0.62 -7.77 7.00
C 0.85 -7.49 7.03
C 1.13 -6.35 6.03
P 0.75 -4.66 6.57
C 1.40 -3.62 5.20
C 0.65 -3.86 3.84
C 0.51 -2.59 2.97
C -0.71 -2.48 2.05
C -1.10 -4.44 6.58
C -1.47 -2.97 6.68
C -2.98 -2.76 6.57
C -3.38 -2.56 5.11
C 1.61 -4.38 8.17
C 3.12 -4.09 8.01
C 3.87 -3.70 9.36
C 3.37 -2.46 9.99
H -1.05 -7.47 9.18
H -0.81 -9.13 8.85
H -2.30 -8.19 8.54
H -1.29 -6.98 6.67
H -0.64 -8.48 6.17
H 1.49 -8.33 6.76
H 1.10 -7.26 8.07
H 0.62 -6.75 5.15
H 2.14 -6.36 5.62
H 2.47 -3.80 5.11
H 1.45 -2.56 5.45
H -0.40 -4.02 4.11
H 0.93 -4.74 3.27
H 1.41 -2.59 2.36
H 0.61 -1.76 3.68
H -1.61 -2.52 2.66
H -0.76 -3.27 1.31
H -0.81 -1.48 1.61
H -1.32 -4.90 7.54
H -1.64 -5.01 5.83
H -1.02 -2.27 5.97
H -1.27 -2.50 7.64
H -3.23 -1.77 6.96
H -3.56 -3.46 7.18
H -2.87 -1.75 4.59
H -4.45 -2.40 5.08
H -3.11 -3.40 4.46
H 1.31 -5.06 8.96
H 1.31 -3.39 8.54
H 3.27 -3.23 7.36
H 3.61 -4.96 7.57
H 4.91 -3.42 9.21
H 3.89 -4.59 9.99
H 3.59 -1.53 9.48
H 3.79 -2.49 11.00
H 2.29 -2.60 9.99
O -0.50 -4.72 -2.73
C -0.29 -3.42 -2.56
O -1.18 -2.57 -2.74
O 0.89 -3.15 -2.37
H 0.45 -4.73 -2.62
O 1.28 1.97 -5.60
C 0.04 1.89 -5.18
O -0.36 0.94 -4.51
O -0.64 2.86 -5.49
H 1.21 2.91 -5.76
O -0.74 4.81 -1.27
C -1.61 4.77 -0.27
O -2.70 5.43 -0.33
O -1.18 4.30 0.79
H -0.21 4.39 -0.58

Summary:
Calculated total energy = -105970.3843 eV
Orbital gap = 4.98 eV
LUMO level = -7.719 eV
Max |F| = 9.133 eV/Å
Charge = +3
Highest occupied orbital energy = -12.7 eV



(5)
Computed, not measured: C4H8N2S as an isolated structure at a distorted geometry, with the ωB97M-V functional and the def2-TZVPD basis.

Geometry (Å):
C -1.41 -1.22 -0.12
C -0.58 0.03 -0.16
C 0.13 0.03 1.26
C 0.35 0.13 -1.40
N -2.67 -1.15 0.13
N -1.59 1.10 -0.36
S -3.17 0.40 0.20
H -0.82 -2.22 -0.21
H 0.73 0.94 1.44
H 0.79 -0.75 1.31
H -0.60 0.00 2.02
H 0.91 1.04 -1.27
H -0.47 0.23 -2.16
H 1.11 -0.63 -1.32
H -1.24 2.01 0.06

Summary:
Calculated total energy = -18091.3053 eV
Orbital gap = 8.63 eV
LUMO level = 0.759 eV
Max |F| = 3.815 eV/Å
Charge = 0
Highest occupied orbital energy = -7.9 eV



(6)
Computed, not measured: a 3-piece molecular cluster, C26H37BrClN6O8P2 overall at a distorted geometry, with the ωB97M-V functional and the def2-TZVPD basis.

Geometry (Å):
C 3.92 -0.05 -0.94
C 2.41 -0.73 -1.17
C 1.75 -1.43 0.10
Br 3.06 -1.19 1.65
N 0.30 -1.13 0.48
N 0.35 -1.05 1.85
C -0.12 -2.05 2.60
O -0.58 -3.17 3.21
C -0.13 0.32 0.16
C 0.84 1.46 0.87
C 0.50 3.00 0.29
O 1.15 3.46 -0.78
C -1.65 0.67 0.74
C -2.79 -0.30 0.07
C -4.10 -0.19 1.10
C -5.15 -1.44 0.99
C -6.55 -0.98 1.70
Cl -7.14 -2.39 2.82
P -3.41 0.37 -1.61
N -4.87 -0.25 -2.07
C -2.26 -1.83 0.10
C -0.67 -2.10 -0.13
P -0.46 -2.41 -2.05
N 0.80 -3.43 -2.36
O -0.20 -1.01 -3.00
O -1.84 -3.28 -2.74
H 4.20 0.38 -2.03
H 4.75 -0.85 -0.72
H 3.91 0.88 -0.24
H 2.63 -1.58 -1.98
H 1.81 0.08 -1.76
H 1.77 -2.61 -0.06
H -0.16 0.57 -0.97
H 1.98 1.33 0.65
H 0.66 1.56 2.04
H -0.29 3.67 0.89
H -1.71 0.60 1.93
H -1.99 1.78 0.49
H -4.64 0.84 0.83
H -3.75 -0.11 2.21
H -4.70 -2.30 1.68
H -5.26 -1.92 -0.07
H -6.32 -0.08 2.46
H -7.39 -0.64 0.96
H -2.52 0.11 -2.71
H -3.59 1.80 -1.49
H -5.56 0.54 -2.13
H -2.50 -2.24 1.19
H -2.99 -2.46 -0.59
H -0.51 -3.24 0.22
H 0.44 -4.30 -2.82
H -0.12 -1.30 -3.97
H -1.74 -4.24 -2.49
C 9.24 -2.05 -4.69
C 9.37 -2.69 -3.46
C 8.26 -2.88 -2.64
C 7.01 -2.42 -3.06
C 6.87 -1.77 -4.30
C 7.99 -1.59 -5.11
N 5.83 -2.64 -2.22
O 5.99 -3.20 -1.12
O 4.73 -2.25 -2.65
H 10.11 -1.91 -5.33
H 10.35 -3.05 -3.14
H 8.38 -3.38 -1.68
H 5.90 -1.41 -4.64
H 7.89 -1.09 -6.07
C -3.10 5.59 5.76
C -4.25 4.84 5.54
C -4.48 4.26 4.29
C -3.53 4.44 3.26
C -2.38 5.20 3.48
C -2.16 5.77 4.74
N -3.75 3.81 1.96
O -4.79 3.16 1.80
O -2.88 3.96 1.09
H -2.92 6.04 6.74
H -4.97 4.70 6.34
H -5.38 3.68 4.13
H -1.64 5.35 2.70
H -1.27 6.36 4.92

Summary:
Calculated total energy = -154001.0877 eV
Orbital gap = 5.97 eV
LUMO level = -4.755 eV
Max |F| = 11.608 eV/Å
Charge = +1
Highest occupied orbital energy = -10.7 eV